ORCA calculation (the ωB97M-V functional and the def2-TZVPD basis) on a cluster of 2 separate species, C5H15NO in total at a distorted geometry.

Gap between HOMO and LUMO, eV: 9.0859
Structure (SMILES): CCCN(C)C.O
Net charge: 0
HOMO, eV: -8.349
ΔE to the lowest compared entry with this formula, charge and spin, kcal/mol: 30.8

Last columns: bonded neighbours and bond lengths (Å).
Element x y z (Å)
1 C -0.21187 1.66575 -0.86781  C2 1.512, H7 1.084, H8 1.085, H9 1.095
2 C 0.15015 1.29874 0.55385  C1 1.512, C3 1.517, H10 1.097, H11 1.101
3 C -0.86949 0.44179 1.28066  C2 1.517, N4 1.484, H12 1.095, H13 1.099
4 N -1.15473 -0.92047 0.76615  C3 1.484, C5 1.465, C6 1.451
5 C -0.05349 -1.51966 0.00892  N4 1.465, H14 1.092, H15 1.099, H16 1.078
6 C -1.47887 -1.79470 1.87820  N4 1.451, H17 1.093, H18 1.083, H19 1.090
7 H -1.23812 2.01293 -0.88485  C1 1.084
8 H 0.46445 2.39673 -1.29893  C1 1.085
9 H -0.03929 0.88254 -1.61271  C1 1.095
10 H 0.29618 2.20849 1.14934  C2 1.097
11 H 1.12764 0.80486 0.66513  C2 1.101
12 H -1.85426 0.91904 1.31607  C3 1.095
13 H -0.56780 0.32906 2.33129  C3 1.099
14 H -0.45310 -2.42513 -0.45349  C5 1.092
15 H 0.78722 -1.82474 0.64680  C5 1.099
16 H 0.16469 -0.91161 -0.85346  C5 1.078
17 H -1.64624 -2.80812 1.50323  C6 1.093
18 H -0.67905 -1.82367 2.60710  C6 1.083
19 H -2.37741 -1.45803 2.39469  C6 1.090
20 O 2.91059 0.80259 -2.93815  H21 0.966, H22 0.966
21 H 3.33497 0.86115 -3.80391  O20 0.966
22 H 2.21757 0.14501 -3.08441  O20 0.966

Mulliken atomic charge list, values in e, 4 entries: C -1.03; C -0.46; C -0.57; N -0.04


ORCA calculation (the ωB97M-V functional and the def2-TZVPD basis) on a cluster of 2 separate species, C5H15NO in total.

Gap between HOMO and LUMO, eV: 8.9762
Structure (SMILES): CCCNCC.O
Net charge: 0
HOMO, eV: -8.085
ΔE to the lowest compared entry with this formula, charge and spin, kcal/mol: 22.2

Last columns: bonded neighbours and bond lengths (Å).
Element x y z (Å)
1 C 0.78386 -2.78018 -1.36552  C2 1.536, H7 1.082, H8 1.092, H9 1.088
2 C -0.11990 -1.58647 -1.02265  C1 1.536, C3 1.528, H10 1.096, H11 1.096
3 C 0.50047 -0.54578 -0.09156  C2 1.528, N4 1.430, H12 1.094, H13 1.092
4 N -0.42948 0.31488 0.57147  C3 1.430, C5 1.443, H14 1.000
5 C -1.05189 1.40723 -0.13750  N4 1.443, C6 1.533, H15 1.097, H16 1.088
6 C -2.55035 1.52347 0.16387  C5 1.533, H17 1.091, H18 1.099, H19 1.097
7 H 1.34119 -3.08017 -0.48835  C1 1.082
8 H 0.14940 -3.59399 -1.72213  C1 1.092
9 H 1.49369 -2.55800 -2.16017  C1 1.088
10 H -1.05151 -1.93940 -0.56458  C2 1.096
11 H -0.45157 -1.09379 -1.94383  C2 1.096
12 H 1.08796 -1.07039 0.66737  C3 1.094
13 H 1.22624 0.05699 -0.64096  C3 1.092
14 H -0.89480 0.00626 1.40162  N4 1.000
15 H -0.88833 1.26368 -1.21220  C5 1.097
16 H -0.60427 2.36119 0.13423  C5 1.088
17 H -3.17777 0.78503 -0.33675  C6 1.091
18 H -2.89721 2.51651 -0.15489  C6 1.099
19 H -2.67813 1.48286 1.25299  C6 1.097
20 O 3.15620 2.48063 2.53589  H21 0.966, H22 0.973
21 H 4.07179 2.48802 2.84524  O20 0.966
22 H 2.98442 1.56142 2.26841  O20 0.973

Mulliken atomic charge list, values in e, 4 entries: C -1.23; C -0.12; C -0.91; N -0.18


ORCA calculation (the ωB97M-V functional and the def2-TZVPD basis) on a cluster of 2 separate species, C5H15NO in total at a distorted geometry.

Gap between HOMO and LUMO, eV: 10.1499
Structure (SMILES): CCCCNC.O
Net charge: 0
HOMO, eV: -9.157
ΔE to the lowest compared entry with this formula, charge and spin, kcal/mol: 25.7

Last columns: bonded neighbours and bond lengths (Å).
Element x y z (Å)
1 C -1.57115 1.24463 -2.35040  C2 1.545, H7 1.093, H8 1.085, H9 1.090
2 C -0.10457 1.07776 -1.89418  C1 1.545, C3 1.550, H10 1.091, H11 1.091
3 C 0.07481 0.05430 -0.74468  C2 1.550, C4 1.510, H12 1.087, H13 1.099
4 C -0.26262 0.66490 0.59413  C3 1.510, N5 1.483, H14 1.094, H15 1.095
5 N 0.32799 -0.13876 1.69206  C4 1.483, C6 1.462, H16 1.000
6 C -0.27219 -1.46925 1.78383  N5 1.462, H17 1.094, H18 1.106, H19 1.086
7 H -2.23434 0.57552 -1.79717  C1 1.093
8 H -1.68846 1.10625 -3.41980  C1 1.085
9 H -1.89829 2.23354 -2.02824  C1 1.090
10 H 0.50468 0.75020 -2.73807  C2 1.091
11 H 0.28985 2.02346 -1.52077  C2 1.091
12 H -0.39277 -0.89264 -1.00158  C3 1.087
13 H 1.14400 -0.18737 -0.82828  C3 1.099
14 H 0.30978 1.58854 0.71824  C4 1.094
15 H -1.34087 0.80855 0.72240  C4 1.095
16 H 0.31966 0.24869 2.61368  N5 1.000
17 H 0.08948 -1.98648 2.67789  C6 1.094
18 H -1.35562 -1.46558 2.00515  C6 1.106
19 H 0.02179 -2.05661 0.91957  C6 1.086
20 O 2.98916 -1.62688 1.67485  H21 0.983, H22 0.974
21 H 2.53778 -0.86096 2.09335  O20 0.983
22 H 2.51190 -1.69182 0.82801  O20 0.974

Mulliken atomic charge list, values in e, 4 entries: C -1.10; C -0.63; C -0.43; C -0.48


ORCA calculation (the ωB97M-V functional and the def2-TZVPD basis) on a cluster of 2 separate species, C5H15NO in total at a distorted geometry.

Gap between HOMO and LUMO, eV: 10.8705
Structure (SMILES): CC(C)[C@@H](C)N.O
Net charge: 0
HOMO, eV: -9.924
ΔE to the lowest compared entry with this formula, charge and spin, kcal/mol: 0.9

Last columns: bonded neighbours and bond lengths (Å).
Element x y z (Å)
1 C 0.29849 1.76182 0.54698  C2 1.527, H7 1.088, H8 1.092, H9 1.088
2 C 0.81968 0.36029 0.85565  C1 1.527, C3 1.528, C4 1.535, H10 1.096
3 C 0.26861 -0.13765 2.19096  C2 1.528, H11 1.090, H12 1.092, H13 1.091
4 C 0.56259 -0.61210 -0.30409  C2 1.535, C5 1.539, N6 1.473, H14 1.095
5 C 1.28674 -1.95717 -0.11805  C4 1.539, H15 1.091, H16 1.088, H17 1.090
6 N -0.88401 -0.77917 -0.52743  C4 1.473, H18 1.010, H19 1.000
7 H 0.73218 2.15466 -0.36972  C1 1.088
8 H -0.78713 1.73961 0.42916  C1 1.092
9 H 0.52172 2.43435 1.37261  C1 1.088
10 H 1.90836 0.42006 0.96790  C2 1.096
11 H 0.69711 -1.08239 2.52449  C3 1.090
12 H -0.81467 -0.27070 2.14594  C3 1.092
13 H 0.46823 0.59201 2.97680  C3 1.091
14 H 0.99702 -0.15820 -1.20062  C4 1.095
15 H 2.34991 -1.74817 0.00633  C5 1.091
16 H 1.12666 -2.58558 -0.99224  C5 1.088
17 H 0.90388 -2.48392 0.75610  C5 1.090
18 H -1.25952 -1.27620 0.26747  N6 1.010
19 H -1.00093 -1.40875 -1.29488  N6 1.000
20 O -1.92091 1.23402 -2.40586  H21 0.947, H22 0.984
21 H -2.15026 2.06556 -2.01581  O20 0.947
22 H -1.61075 0.65894 -1.66972  O20 0.984

Mulliken atomic charge list, values in e, 4 entries: C -1.49; C 0.61; C -1.60; C 0.20